A:
22
Properties=species:S:1:pos:R:3:mulliken_charge:R:1 method="wB97M-V/def2-TZVPD" smiles="C[C@H]([C@H](C)N1CC1)[N+](=O)[O-]" total_charge=0 e_lumo_ev=0.514
H -0.153 1.593 1.736 0.385
C -0.114 -0.374 -0.437 0.050
H -1.844 1.847 2.067 0.324
O -3.563 -0.156 0.526 -0.610
H 2.870 1.105 0.706 0.228
C 0.010 -1.896 -0.315 -1.149
O -2.599 0.502 -1.273 -0.575
H -0.555 -0.235 -1.374 0.404
H 2.539 -0.706 0.612 0.280
N 1.020 0.484 -0.347 -0.100
C 2.197 0.207 -1.225 -0.522
H -0.958 2.358 0.469 0.305
H -1.338 -0.534 1.392 0.359
C -1.083 1.527 1.250 -1.335
H 2.585 -0.682 -1.780 0.255
H 1.006 -2.210 -0.711 0.327
H -0.782 -2.324 -0.973 0.363
H -0.109 -2.280 0.776 0.261
C -1.328 0.152 0.656 0.068
N -2.584 0.191 -0.103 0.938
H 2.456 1.180 -1.887 0.225
C 2.327 0.250 0.233 -0.482

***

B:
22
Properties=species:S:1:pos:R:3:mulliken_charge:R:1 method="wB97M-V/def2-TZVPD" smiles="NC[C@H]1CO1.C=CNC=O" total_charge=0 e_lumo_ev=0.603
H 2.061 2.929 -0.087 0.239
C 2.476 -1.583 -0.552 -0.428
N -2.260 -0.471 0.778 -0.125
H 2.275 -2.571 -0.145 0.277
H 1.745 -0.513 1.220 0.295
C -4.175 0.173 -0.550 -0.827
H -0.624 -1.020 1.894 0.333
H 1.535 2.095 1.224 0.214
H 0.771 0.937 -0.734 0.246
C -0.917 -0.668 0.894 0.014
O -0.117 -0.477 0.001 -0.566
N 2.173 2.044 0.424 -0.663
C -2.867 -0.026 -0.401 0.118
H -2.144 0.147 -1.202 0.262
H 2.412 0.981 -1.362 0.382
H 2.492 -1.522 -1.661 0.187
H -4.577 0.519 -1.492 0.252
H -2.859 -0.669 1.579 0.231
C 1.822 0.922 -0.437 -0.407
C 2.161 -0.383 0.231 0.188
H -4.880 -0.002 0.270 0.248
O 3.497 -0.843 0.106 -0.469

***

The least stable of them is A.

***

A:
14
Properties=species:S:1:pos:R:3:mulliken_charge:R:1 method="wB97M-V/def2-TZVPD" total_charge=-1 e_lumo_ev=4.320
H 1.127 -1.113 -0.163 0.257
H -0.024 1.681 0.363 0.456
H -0.508 -1.639 -0.871 0.210
H -0.849 2.189 1.430 0.274
C -0.473 -1.305 1.230 -0.831
H -0.837 -0.379 1.697 0.154
H 0.323 0.491 -1.860 0.352
H 0.355 -1.546 1.900 0.257
O -0.043 2.449 0.986 -0.724
O 0.733 0.944 -2.754 -0.777
C 0.027 -0.961 -0.173 -0.225
H 1.675 0.922 -2.580 0.243
O -0.269 0.341 -0.554 -0.903
H -1.238 -2.074 1.349 0.257

***

B:
14
Properties=species:S:1:pos:R:3:mulliken_charge:R:1 method="wB97M-V/def2-TZVPD" total_charge=-1 e_lumo_ev=4.280
O -0.221 -0.236 1.597 -1.124
H 0.536 0.134 0.309 0.424
H -1.333 -1.188 -2.442 0.313
C -0.514 -1.156 -1.724 -0.888
O 1.043 0.290 -0.567 -0.596
H 0.870 2.121 2.742 0.264
H 0.286 -1.836 -2.000 0.231
H -0.006 0.874 2.859 0.451
H -0.883 -1.497 -0.746 0.239
H 0.153 -0.998 2.052 0.192
C 0.069 0.243 -1.560 -0.325
H -0.731 0.948 -1.347 0.265
O 0.234 1.730 3.345 -0.720
H 0.498 0.570 -2.517 0.275

***

The least stable of them is A.

***

A:
43
Properties=species:S:1:pos:R:3:mulliken_charge:R:1 method="wB97M-V/def2-TZVPD" smiles="CC[C@H](C)[C@H](N)C(=O)N[C@@H](Cc1ccc(O)cc1)C(=O)O" total_charge=0 e_lumo_ev=0.472
N -0.303 -1.783 1.784 -0.656
H -3.062 4.978 -1.918 0.259
H -0.441 -4.616 1.762 0.239
H 1.143 -5.444 1.739 0.250
O -2.132 0.244 2.035 -0.571
H 1.564 -4.573 -0.603 0.447
H -0.642 0.704 -1.089 0.278
H 1.462 -0.806 1.418 0.307
C 0.853 -1.558 0.888 -0.167
O -2.100 2.464 1.886 -0.581
O 0.336 -1.400 -1.451 -0.716
C -2.119 4.418 -2.007 -0.570
H 0.117 -3.706 -0.598 0.382
H 3.177 -4.027 1.639 0.417
H -1.504 -0.517 1.884 0.522
C -1.491 4.221 -3.241 0.876
H 0.479 0.901 1.614 0.235
H -0.933 -2.471 1.409 0.264
H 1.201 2.491 -2.145 0.326
C 0.894 -4.039 0.066 -0.922
H 2.368 -2.512 -0.274 0.429
H -2.715 5.219 -4.263 0.283
C -1.564 3.925 -0.841 -0.422
H 0.017 -2.156 2.666 0.246
H -0.177 -5.877 0.577 0.406
C -0.242 1.283 0.878 0.275
C -0.274 3.533 -3.269 -0.664
H 0.227 3.354 -4.213 0.394
O -1.956 4.643 -4.428 -0.545
C 0.288 2.649 0.387 -1.383
C 0.295 -0.857 -0.347 0.182
H 1.916 -3.314 2.664 0.364
C 2.562 -3.124 1.788 -1.783
C 0.262 3.016 -2.089 -0.234
H 3.219 -2.260 2.016 0.412
H 0.210 3.398 1.167 0.412
H -2.054 4.080 0.133 0.416
C -1.608 1.391 1.587 0.423
H 1.359 2.460 0.200 0.466
C -0.363 3.193 -0.855 -0.061
C 1.718 -2.809 0.562 0.780
C 0.324 -5.060 1.094 -1.067
N -0.311 0.344 -0.212 0.053

***

B:
43
Properties=species:S:1:pos:R:3:mulliken_charge:R:1 method="wB97M-V/def2-TZVPD" smiles="COc1ccc(C(=O)NCCN2CCOCC2)cc1OC" total_charge=0 e_lumo_ev=0.655
C -5.916 2.186 0.709 -0.730
O 0.045 1.250 -1.457 -0.647
N 3.973 0.250 0.523 0.032
H -6.559 1.869 -0.114 0.263
H 6.391 1.934 -1.115 0.357
C -2.589 1.091 -0.261 -0.955
C -2.366 -1.257 -0.635 -1.199
C -3.714 -1.408 -0.366 -0.365
H 2.339 -1.639 -0.786 0.348
H -2.159 2.079 -0.234 0.467
C 4.742 -0.974 0.637 -0.489
H -6.136 1.583 1.593 0.265
H -1.787 -2.122 -0.921 0.481
H 6.005 1.983 0.632 0.371
C -1.789 0.004 -0.584 0.303
O 6.715 0.208 -0.138 -0.385
C 6.201 -0.593 0.899 -0.735
C -4.519 -0.328 -0.021 1.388
H -7.509 -1.563 0.378 0.257
H 6.262 -0.051 1.855 0.366
H 2.285 -0.463 1.458 0.299
C 1.912 -0.640 -0.669 -0.642
C 5.946 1.381 -0.287 -0.741
H 6.834 -1.481 0.942 0.360
H -6.033 -2.438 0.851 0.354
H 4.426 0.513 -1.539 0.307
O -4.551 2.127 0.362 -0.445
H 2.091 -0.055 -1.573 0.260
C -6.458 -1.721 0.141 -0.961
H -4.143 -2.395 -0.429 0.401
H 0.133 -1.471 0.099 0.333
O -5.857 -0.456 0.255 -0.435
N 0.482 -0.761 -0.525 -0.089
C -0.352 0.248 -0.897 0.262
H 4.698 -1.585 -0.281 0.305
C 2.540 0.084 0.544 -0.854
C 4.481 1.049 -0.576 -0.499
C -3.940 0.956 0.039 0.473
H 2.092 1.080 0.605 0.413
H 3.898 1.968 -0.648 0.437
H 4.361 -1.561 1.475 0.414
H -6.373 -2.119 -0.875 0.366
H -6.103 3.237 0.932 0.289

***

The least stable of them is B.

***

A:
18
Properties=species:S:1:pos:R:3:mulliken_charge:R:1 method="wB97M-V/def2-TZVPD" total_charge=+1 e_lumo_ev=-3.714
H 0.452 1.097 0.167 0.351
H -1.848 -1.803 -1.216 0.257
N 0.575 1.105 1.234 -0.288
C -0.867 -1.344 -1.403 -0.520
C -0.569 0.276 1.753 0.040
H -0.925 -1.370 3.125 0.278
C 1.231 0.439 -2.283 -0.338
H -0.075 -1.984 -1.726 0.292
H 0.785 -0.698 2.999 0.217
H -1.767 0.562 -1.388 0.501
H 2.188 0.910 -2.336 0.300
H -1.437 0.257 1.105 0.420
H 1.491 0.628 1.514 0.397
C -0.248 -0.588 2.733 -0.702
C -0.822 0.019 -1.383 -0.349
H 1.018 -0.407 -2.966 0.282
H 0.530 2.035 1.574 0.338
N 0.289 0.867 -1.504 -0.478

***

B:
18
Properties=species:S:1:pos:R:3:mulliken_charge:R:1 method="wB97M-V/def2-TZVPD" total_charge=+1 e_lumo_ev=-3.582
H -1.698 1.569 -1.213 0.430
H 3.481 -0.443 0.637 0.268
H -1.531 2.333 0.180 0.427
H 1.514 0.024 1.897 0.198
H 3.026 -1.441 -0.855 0.300
N 1.045 0.054 1.016 -0.260
H -2.914 1.614 -0.251 0.474
C -2.310 -0.934 0.665 -0.207
C -1.885 1.440 -0.207 -1.239
N -1.395 0.108 0.268 -0.302
C 1.631 -0.132 -0.118 0.285
H -1.576 -1.547 -1.407 0.376
H -0.137 0.300 0.863 0.451
C -1.910 -1.031 -0.544 -0.241
C 2.982 -0.498 -0.357 -1.036
H 3.567 -0.077 -1.193 0.347
H -2.910 -1.131 1.537 0.387
H 1.020 -0.210 -0.920 0.343

***

The least stable of them is B.

***

A:
18
Properties=species:S:1:pos:R:3:mulliken_charge:R:1 method="wB97M-V/def2-TZVPD" smiles=C[C@H]1[NH2+][C@@]12CN2C total_charge=+1 e_lumo_ev=-3.013
H -0.719 -2.079 0.676 0.212
H 1.254 1.744 -0.280 0.255
N -0.004 -1.476 0.768 -0.181
C 0.148 -0.416 -1.699 -0.379
H -2.246 1.111 1.051 0.322
H 2.851 1.013 -0.267 0.305
H -1.986 -0.229 2.191 0.408
H 0.708 -1.982 1.241 0.266
H -2.432 -0.707 0.623 0.389
C 0.241 -0.399 -0.234 0.303
H 0.270 -1.327 -2.435 0.237
C -1.889 -0.001 1.189 -1.378
C 2.001 1.125 -0.906 -0.731
H 2.303 1.572 -1.928 0.300
H -0.193 0.456 -2.144 0.304
N 1.402 -0.182 -0.959 -0.260
C -0.441 -0.043 1.050 0.029
H 0.301 0.457 1.609 0.597

***

B:
18
Properties=species:S:1:pos:R:3:mulliken_charge:R:1 method="wB97M-V/def2-TZVPD" total_charge=+1 e_lumo_ev="-6.031 / -6.028"
C 2.717 0.514 -0.061 -0.282
N 1.427 0.672 -0.011 -0.509
C -1.068 1.850 -0.213 -1.075
H -3.090 -0.299 -0.453 0.352
C 0.877 -1.680 0.089 -0.728
H 0.322 -2.269 -0.586 0.292
N 0.566 -0.258 0.176 0.329
H -0.047 2.018 -0.426 0.433
H -2.693 -0.564 1.034 0.342
H 3.282 1.457 -0.290 0.253
H -1.096 2.356 0.773 0.355
C -1.135 0.437 0.003 0.839
H 0.661 -2.182 1.104 0.296
H 3.287 -0.437 -0.236 0.232
H 1.911 -1.588 -0.284 0.183
C -2.165 -0.589 0.137 -1.017
H -1.841 -1.620 -0.027 0.303
H -1.914 2.182 -0.728 0.402

***

The least stable of them is B.